## P
{"formula": "C23H31N3S", "method": "ωB97M-V with the def2-TZVPD basis set", "gap_ev": 8.196, "smiles": "CSc1ccc(CN2CCC[C@@H](N3CCN(c4ccccc4)CC3)C2)cc1", "multiplicity": 1, "symbols": ["S", "N", "N", "N", "C", "C", "C", "C", "C", "C", "C", "C", "C", "C", "C", "C", "C", "C", "C", "C", "C", "C", "C", "C", "C", "C", "C", "H", "H", "H", "H", "H", "H", "H", "H", "H", "H", "H", "H", "H", "H", "H", "H", "H", "H", "H", "H", "H", "H", "H", "H", "H", "H", "H", "H", "H", "H", "H"], "xyz": [[6.382, 2.860, -1.048], [-3.610, 0.729, -0.206], [2.150, -2.189, 0.173], [-0.821, -0.077, -0.531], [-5.967, 0.453, -0.644], [-1.762, 0.057, -1.631], [1.553, -3.491, 0.398], [0.034, -1.249, -0.589], [-7.268, 0.898, -0.517], [-3.215, -0.212, -1.229], [4.103, -0.767, 0.502], [5.508, 1.479, -0.374], [-6.514, 2.781, 0.734], [4.986, 0.571, -1.293], [4.619, 0.145, 1.408], [-5.208, 2.353, 0.605], [-1.442, 0.198, 0.753], [3.357, -1.992, 0.955], [-7.556, 2.062, 0.173], [5.321, 1.261, 0.982], [-2.537, 1.251, 0.605], [0.396, -3.708, -0.572], [4.295, -0.538, -0.858], [1.178, -1.140, 0.422], [-4.902, 1.174, -0.086], [-0.652, -2.613, -0.407], [6.933, 3.789, 0.411], [-3.321, -1.249, -0.876], [-1.447, -2.743, -1.144], [5.710, 1.946, 1.718], [-1.698, 1.084, -2.015], [6.074, 4.137, 0.978], [-5.780, -0.473, -1.165], [-4.418, 2.952, 1.032], [-2.103, 2.165, 0.173], [-0.676, 0.581, 1.434], [3.997, -2.869, 0.802], [-8.575, 2.404, 0.273], [1.186, -3.593, 1.437], [-3.852, -0.084, -2.109], [2.318, -4.254, 0.233], [0.786, -3.684, -1.592], [-1.479, -0.616, -2.442], [4.478, -0.012, 2.468], [0.783, -1.209, 1.452], [5.134, 0.751, -2.347], [7.586, 3.171, 1.021], [-8.068, 0.319, -0.957], [3.141, -1.921, 2.038], [7.487, 4.639, 0.024], [3.884, -1.240, -1.567], [-0.047, -4.690, -0.396], [-1.890, -0.699, 1.210], [-1.093, -2.681, 0.590], [-6.718, 3.696, 1.272], [1.668, -0.172, 0.303], [0.496, -1.235, -1.583], [-2.925, 1.489, 1.599]], "mulliken_charge": [-0.056, 0.341, 0.488, 0.137, -0.468, -1.145, -0.811, -0.170, -0.658, -0.845, 0.360, 0.940, -0.671, -0.965, -1.078, -0.470, -0.613, -0.964, -0.495, -0.274, -1.333, -0.898, -0.215, -1.503, 0.920, -0.482, -0.890, 0.300, 0.366, 0.331, 0.364, 0.286, 0.347, 0.362, 0.280, 0.496, 0.435, 0.375, 0.375, 0.684, 0.428, 0.374, 0.505, 0.323, 0.291, 0.362, 0.288, 0.356, 0.321, 0.373, 0.385, 0.434, 0.243, 0.278, 0.354, 0.516, 0.296, 0.690]}


## Q
{"formula": "C23H31N3S", "method": "ωB97M-V with the def2-TZVPD basis set", "gap_ev": 8.541, "smiles": "CC[C@@H](C)c1ccc(NC(=S)NC2CCN(Cc3ccccc3)CC2)cc1", "multiplicity": 1, "symbols": ["S", "N", "N", "N", "C", "C", "C", "C", "C", "C", "C", "C", "C", "C", "C", "C", "C", "C", "C", "C", "C", "C", "C", "C", "C", "C", "C", "H", "H", "H", "H", "H", "H", "H", "H", "H", "H", "H", "H", "H", "H", "H", "H", "H", "H", "H", "H", "H", "H", "H", "H", "H", "H", "H", "H", "H", "H", "H"], "xyz": [[-1.090, -4.558, 0.409], [0.983, -3.022, 0.654], [-4.905, -0.442, -0.628], [-0.946, -1.966, -0.104], [1.859, -1.065, -0.532], [5.686, 1.022, -1.045], [4.177, 2.541, 0.290], [3.865, -0.865, 1.356], [4.844, 1.165, 0.231], [6.446, -0.298, -1.085], [-1.596, 3.028, 1.121], [3.815, 0.068, 0.327], [-4.103, -0.748, -1.788], [-3.584, 1.760, 1.565], [-2.360, -1.894, -0.404], [-0.331, -3.092, 0.301], [2.927, -1.873, 1.456], [-2.596, -0.869, -1.510], [-3.035, 2.367, -0.681], [-3.883, 1.716, 0.208], [-3.173, -1.512, 0.835], [-1.898, 3.014, -0.230], [2.802, -0.058, -0.616], [-2.448, 2.407, 2.019], [-5.092, 0.957, -0.292], [1.898, -1.976, 0.522], [-4.653, -1.363, 0.456], [-2.227, 2.429, 3.077], [-3.068, -2.289, 1.594], [3.573, 2.630, 1.191], [-0.492, -1.085, 0.100], [-4.282, 0.013, -2.550], [-1.247, 3.511, -0.935], [7.045, -0.364, -1.990], [-3.270, 2.368, -1.737], [-5.475, 1.447, -1.193], [2.985, -2.590, 2.262], [-5.233, -1.049, 1.326], [-0.707, 3.530, 1.474], [4.653, -0.803, 2.093], [1.322, -3.861, 1.107], [6.396, 1.851, -1.090], [3.533, 2.698, -0.572], [5.518, 1.076, 1.091], [-2.082, -1.177, -2.422], [-4.457, -1.709, -2.180], [-2.195, 0.096, -1.195], [4.931, 3.325, 0.301], [-2.663, -2.890, -0.742], [5.037, 1.094, -1.920], [5.754, -1.137, -1.066], [-4.248, 1.284, 2.273], [-5.878, 0.994, 0.470], [7.110, -0.383, -0.228], [-5.025, -2.344, 0.138], [2.749, 0.631, -1.445], [1.119, -1.167, -1.311], [-2.788, -0.574, 1.242]], "mulliken_charge": [-0.439, -0.090, 0.278, -0.060, -0.908, -0.632, -1.646, -0.656, 0.180, -1.189, -0.587, 0.492, -1.243, -0.459, -0.878, 0.251, -0.886, -0.128, -0.429, 1.154, -0.296, -0.510, 0.048, -0.466, -1.744, 0.296, -1.049, 0.404, 0.466, 0.392, 0.462, 0.417, 0.418, 0.398, 0.357, 0.465, 0.375, 0.429, 0.435, 0.341, 0.281, 0.438, 0.277, 0.409, 0.481, 0.413, -0.002, 0.467, 0.355, 0.275, 0.263, 0.363, 0.463, 0.296, 0.390, 0.364, 0.621, 0.083]}


On energetic grounds, Q is preferred over the next structure by 1.275 eV.


## P
{"formula": "CH4O2PS", "method": "ωB97M-V with the def2-TZVPD basis set", "gap_ev": 6.923, "multiplicity": 1, "charge": -1, "symbols": ["S", "P", "O", "O", "C", "H", "H", "H", "H"], "xyz": [[-2.682, 1.116, 1.328], [-0.391, 0.448, 0.505], [-2.926, 2.188, 0.374], [-2.472, 1.685, 2.670], [-0.166, -0.960, -0.461], [0.704, 0.550, 1.206], [0.869, -1.088, -0.633], [-0.579, -1.766, 0.230], [-0.092, 1.631, -0.197]], "mulliken_charge": [0.497, 0.023, -0.524, -0.549, -0.707, 0.011, 0.162, 0.068, 0.020]}


## Q
{"formula": "CH4O2PS", "method": "ωB97M-V with the def2-TZVPD basis set", "gap_ev": [5.913, 5.914], "multiplicity": 1, "charge": -1, "symbols": ["S", "P", "O", "O", "C", "H", "H", "H", "H"], "xyz": [[-3.100, 0.626, -2.677], [-0.206, 0.726, -0.766], [-0.555, 2.092, -0.257], [0.590, 0.572, -1.959], [0.644, -0.498, 0.394], [1.642, 0.147, 0.504], [0.739, -1.444, -0.149], [-2.299, 1.593, -2.362], [0.127, -0.673, 1.387]], "mulliken_charge": [-0.710, 0.714, -0.532, -0.473, -0.728, 0.214, 0.251, -0.026, 0.291]}


On energetic grounds, Q is preferred over the next structure by 3.014 eV.


## P
{"formula": "CH12O4", "method": "ωB97M-V with the def2-TZVPD basis set", "gap_ev": 11.230, "smiles": "C.O.O.O.O", "multiplicity": 1, "symbols": ["O", "O", "O", "O", "C", "H", "H", "H", "H", "H", "H", "H", "H", "H", "H", "H", "H"], "xyz": [[3.200, -1.533, -0.179], [1.503, 2.217, 1.677], [-0.217, -1.104, 0.509], [-1.800, 1.037, 0.993], [-2.641, -0.773, -2.989], [3.603, -1.811, 0.656], [-3.559, -0.293, -3.381], [0.389, -1.277, -0.240], [-1.508, 1.882, 0.611], [-2.942, -1.822, -2.898], [-0.911, -0.435, 0.651], [-2.390, -0.363, -2.028], [1.749, 2.350, 0.762], [2.237, -1.572, 0.029], [-1.980, -0.680, -3.861], [0.774, 2.864, 1.860], [-1.250, 0.878, 1.803]], "mulliken_charge": [-0.622, -0.627, -0.672, -0.705, -0.868, 0.310, 0.277, 0.327, 0.313, 0.240, 0.417, 0.109, 0.323, 0.277, 0.243, 0.303, 0.353]}


## Q
{"formula": "CH12O4", "method": "ωB97M-V with the def2-TZVPD basis set", "gap_ev": 11.780, "smiles": "C.O.O.O.O", "multiplicity": 1, "symbols": ["O", "O", "O", "O", "C", "H", "H", "H", "H", "H", "H", "H", "H", "H", "H", "H", "H"], "xyz": [[-1.944, -0.779, 1.408], [-1.142, -0.098, -1.172], [0.624, -1.927, -0.500], [1.252, -0.352, 1.675], [1.212, 3.222, -1.464], [-0.006, -1.335, -0.944], [0.893, 2.433, -0.785], [1.623, -0.966, 2.294], [-1.049, -0.959, 1.064], [-0.991, 0.832, -0.915], [0.839, 3.212, -2.482], [2.298, 3.267, -1.519], [0.847, 4.094, -0.913], [1.226, -0.904, 0.891], [0.436, -2.818, -0.847], [-1.958, -0.166, -0.646], [-1.811, -0.778, 2.343]], "mulliken_charge": [-0.661, -0.702, -0.706, -0.630, -0.783, 0.373, 0.006, 0.304, 0.384, 0.341, 0.246, 0.258, 0.270, 0.360, 0.301, 0.347, 0.292]}


On energetic grounds, Q is preferred over the next structure by 1.058 eV.


## P
{"formula": "C2H6N2OS2", "method": "ωB97M-V with the def2-TZVPD basis set", "gap_ev": [7.488, 7.584], "multiplicity": 1, "symbols": ["S", "S", "O", "N", "N", "C", "C", "H", "H", "H", "H", "H", "H"], "xyz": [[-1.549, -2.744, 1.198], [1.291, -1.748, -1.189], [-2.007, 0.220, 0.425], [0.012, -0.925, 0.992], [1.159, -1.210, 0.477], [-0.805, 0.164, 0.436], [0.042, 1.143, -0.302], [1.832, -1.677, 1.134], [-2.433, -1.827, 1.756], [0.271, 1.074, -1.430], [-0.510, 2.136, -0.315], [-0.019, -2.089, -1.224], [1.016, 1.227, 0.109]], "mulliken_charge": [-0.204, -0.128, -0.517, -0.366, -0.105, 0.783, -1.103, 0.302, 0.161, 0.277, 0.308, 0.168, 0.424]}


## Q
{"formula": "C2H6N2OS2", "method": "ωB97M-V with the def2-TZVPD basis set", "gap_ev": 9.058, "multiplicity": 1, "symbols": ["S", "S", "O", "N", "N", "C", "C", "H", "H", "H", "H", "H", "H"], "xyz": [[2.422, 1.366, 0.081], [2.046, -1.627, -0.120], [-0.467, 0.336, -1.243], [-1.772, 0.342, 0.655], [-1.544, -1.061, 0.650], [-1.022, 0.944, -0.341], [2.605, -0.232, 0.618], [-0.914, 2.110, -0.278], [1.509, -1.292, -1.207], [1.598, 1.412, -1.147], [-1.655, 0.681, 1.603], [-2.238, -1.633, 0.233], [-0.567, -1.345, 0.497]], "mulliken_charge": [-0.117, -0.144, -0.500, -0.213, -0.422, 0.087, 0.007, 0.331, 0.128, 0.130, 0.281, 0.223, 0.209]}


On energetic grounds, Q is preferred over the next structure by 0.192 eV.


## P
{"formula": "C2ClI3O", "method": "ωB97M-V with the def2-TZVPD basis set", "gap_ev": 7.002, "multiplicity": 1, "symbols": ["I", "I", "I", "Cl", "O", "C", "C"], "xyz": [[2.927, 0.051, -1.039], [-0.628, 0.336, -2.177], [-1.129, 1.762, 2.595], [-2.730, 1.772, 0.827], [0.165, -2.149, 0.705], [0.855, -0.444, -0.881], [0.540, -1.328, -0.031]], "mulliken_charge": [0.109, 0.149, 0.216, -0.219, -0.344, -0.643, 0.732]}


## Q
{"formula": "C2ClI3O", "method": "ωB97M-V with the def2-TZVPD basis set", "gap_ev": 8.266, "multiplicity": 1, "symbols": ["I", "I", "I", "Cl", "O", "C", "C"], "xyz": [[-1.143, 0.858, 1.747], [-1.338, -2.141, -0.118], [-1.112, 0.761, -2.017], [1.610, 1.496, -0.387], [1.570, -0.833, 0.695], [-0.564, -0.133, -0.072], [0.977, -0.009, 0.151]], "mulliken_charge": [0.227, 0.243, 0.227, -0.109, -0.353, -0.751, 0.516]}


On energetic grounds, Q is preferred over the next structure by 0.726 eV.